Entry from the Open Molecules 2025 dataset: a cluster of 26 separate species, C10H72IO26PS in total in a non-equilibrium geometry (ωB97M-V/def2-TZVPD).

```
111
Properties=species:S:1:pos:R:3:forces:R:3:mulliken_charge:R:1
C 1.595 -3.140 -0.483 -0.468 0.390 -0.006 -1.687
C 0.595 -1.983 -0.517 -0.236 -0.212 -0.720 1.774
C -0.021 -1.740 -1.914 0.902 -0.045 0.505 -0.969
C 0.345 -0.373 -2.462 -0.697 -0.321 -0.161 0.373
C -0.549 0.777 -1.988 0.622 -0.326 0.153 -1.120
P 0.016 1.635 -0.467 0.411 0.581 -0.645 1.538
C 1.646 2.272 -1.338 0.287 -0.165 0.216 -1.491
S 3.047 1.944 -0.244 0.013 0.149 0.411 -0.172
C 4.470 1.352 -1.209 -0.618 -0.420 -0.003 -0.346
C 4.650 -0.137 -1.071 -0.008 0.091 0.297 -0.856
C -1.616 1.202 0.582 0.525 0.075 0.814 -0.764
C -1.577 -0.014 1.379 -0.401 0.519 -0.353 0.235
O -2.356 -0.906 1.260 -0.526 -1.261 0.133 -0.736
I -0.079 -0.209 2.903 0.230 0.178 0.198 0.036
H 1.107 -4.037 -0.142 -0.043 -0.457 0.119 0.365
H 1.994 -3.321 -1.471 0.241 -0.094 -0.331 0.424
H 2.413 -2.890 0.168 0.423 -0.172 0.381 0.301
H -0.205 -2.177 0.173 -0.168 -0.009 0.548 -0.514
H 1.120 -1.086 -0.227 0.128 0.454 0.279 -0.541
H -1.080 -1.945 -1.954 -0.472 0.087 0.078 0.452
H 0.449 -2.458 -2.570 0.025 -0.391 -0.411 0.390
H 0.237 -0.421 -3.530 0.006 0.156 -0.588 0.150
H 1.397 -0.211 -2.283 0.394 0.262 0.144 -0.287
H -0.535 1.528 -2.765 0.000 0.452 0.011 0.631
H -1.551 0.392 -1.904 -0.497 -0.041 0.170 0.449
H 0.827 1.032 0.522 -0.210 -0.025 -0.013 -0.458
H -0.363 2.974 -0.320 -0.194 -0.086 -0.053 -0.213
H 1.786 1.889 -2.339 0.215 -0.345 -0.226 0.474
H 1.563 3.341 -1.430 -0.188 0.558 -0.073 0.792
H 4.346 1.640 -2.237 0.009 0.211 -0.507 0.115
H 5.346 1.826 -0.818 0.410 0.572 0.175 0.429
H 5.594 -0.435 -1.482 0.472 -0.192 -0.438 0.426
H 3.849 -0.703 -1.513 -0.415 -0.253 -0.252 0.128
H 4.689 -0.381 -0.023 -0.095 -0.231 0.483 0.118
H -1.727 2.018 1.281 0.354 0.507 0.249 0.032
H -2.517 1.191 -0.003 -0.396 -0.151 -0.475 0.553
O 7.556 0.667 -2.410 0.157 -0.023 -0.033 -0.598
H 8.411 0.805 -1.990 -0.040 0.037 0.001 0.297
H 7.744 0.070 -3.142 -0.048 0.034 -0.006 0.298
O -2.174 -3.534 0.200 -0.173 -0.026 0.446 -0.510
H -2.773 -4.253 0.454 -0.355 0.386 -0.004 0.258
H -2.516 -2.761 0.695 0.318 -0.610 -0.278 0.174
O 1.441 -1.061 -5.505 0.227 -0.034 -0.111 -0.623
H 1.047 -1.273 -6.360 -0.140 -0.012 0.077 0.313
H 1.917 -1.862 -5.257 -0.057 0.005 0.038 0.312
O -0.160 4.445 1.448 0.142 -0.360 0.156 -0.350
H -0.211 5.349 1.113 -0.083 0.069 0.195 0.227
H 0.443 4.512 2.203 -0.037 0.051 0.039 0.223
O -1.744 3.353 -3.612 -0.270 -0.024 -0.177 -0.707
H -2.453 3.181 -2.979 0.054 0.126 0.074 0.348
H -2.211 3.530 -4.440 0.011 0.071 0.025 0.313
O -4.313 -4.763 1.774 0.196 -0.011 0.053 -0.494
H -4.905 -5.480 2.025 0.054 -0.004 -0.056 0.244
H -4.652 -3.998 2.262 -0.341 0.066 0.017 0.291
O -1.672 6.693 1.635 -0.129 0.161 -0.079 -0.608
H -2.313 5.979 1.731 -0.056 0.030 0.111 0.333
H -2.021 7.415 2.167 0.027 -0.001 -0.067 0.278
O -3.174 -1.211 4.718 -0.409 -0.386 0.044 -0.514
H -2.980 -1.211 3.773 0.115 0.015 0.004 0.228
H -3.188 -2.155 4.960 0.073 0.183 -0.059 0.274
O -3.182 -4.385 4.660 -0.090 0.302 -0.112 -0.619
H -3.093 -4.414 3.698 0.112 -0.242 0.056 0.336
H -3.125 -5.308 4.934 0.120 0.091 0.068 0.304
O -4.981 0.801 6.475 -0.009 0.060 -0.027 -0.644
H -4.160 1.002 6.934 -0.040 -0.040 0.002 0.312
H -4.726 0.136 5.826 0.184 -0.076 -0.040 0.323
O -3.913 -1.450 -1.282 0.101 0.151 -0.072 -0.597
H -4.060 -0.584 -1.677 -0.058 -0.059 0.023 0.315
H -3.241 -1.306 -0.603 -0.171 0.013 -0.059 0.261
O 0.596 4.307 4.579 -0.134 -0.060 -0.093 -0.624
H -0.056 3.606 4.687 0.078 -0.031 0.029 0.291
H 0.249 5.035 5.107 0.054 0.043 -0.073 0.320
O -1.513 1.049 -5.515 -0.059 0.113 -0.018 -0.624
H -0.994 1.703 -5.995 0.063 -0.102 -0.008 0.328
H -1.624 1.434 -4.635 0.092 -0.044 -0.075 0.302
O 3.853 0.386 -6.633 0.017 0.036 0.066 -0.647
H 4.244 -0.485 -6.744 -0.008 0.044 -0.017 0.290
H 3.057 0.228 -6.108 -0.015 -0.102 -0.049 0.377
O -2.140 6.149 -2.306 -0.016 -0.062 -0.046 -0.611
H -1.339 6.305 -1.794 -0.057 0.036 0.009 0.307
H -1.870 5.547 -3.009 0.105 -0.016 0.116 0.323
O -1.298 -5.337 6.429 0.122 0.102 0.205 -0.610
H -1.456 -4.493 5.988 -0.060 -0.096 -0.143 0.339
H -0.619 -5.152 7.085 -0.016 -0.096 -0.010 0.286
O -2.889 4.145 2.959 0.221 -0.099 -0.017 -0.639
H -1.963 4.007 2.707 0.066 0.105 -0.109 0.288
H -3.112 3.406 3.534 -0.101 0.055 -0.023 0.298
O -1.621 -1.922 -5.537 0.066 -0.060 -0.131 -0.670
H -1.661 -1.004 -5.833 -0.028 0.059 0.174 0.329
H -1.035 -1.893 -4.773 -0.020 0.018 -0.014 0.349
O -1.186 -5.767 2.382 -0.244 0.088 0.168 -0.604
H -1.575 -5.163 1.738 0.265 0.009 -0.022 0.322
H -1.703 -6.574 2.287 0.119 -0.021 -0.097 0.324
O 3.795 4.264 -3.636 0.029 -0.041 0.038 -0.689
H 4.694 4.116 -3.947 -0.037 0.022 -0.024 0.307
H 3.625 3.526 -3.041 -0.038 0.034 0.046 0.375
O 2.954 5.618 1.057 -0.092 -0.027 -0.027 -0.613
H 3.104 5.685 0.108 0.030 -0.007 0.032 0.312
H 2.917 4.668 1.219 0.081 -0.040 -0.063 0.315
O 3.624 -2.006 2.155 0.050 0.113 0.117 -0.606
H 2.750 -1.606 2.209 -0.047 -0.026 -0.027 0.237
H 4.230 -1.269 2.296 0.062 0.059 -0.122 0.298
O -1.681 -6.557 -0.753 -0.028 -0.197 -0.044 -0.595
H -1.402 -6.745 -1.655 -0.004 -0.033 0.049 0.296
H -1.999 -5.653 -0.792 0.064 0.267 -0.121 0.328
O 6.232 -0.063 2.906 -0.089 -0.179 0.043 -0.634
H 7.144 -0.181 2.619 -0.049 0.027 -0.058 0.306
H 6.100 -0.758 3.561 0.042 0.063 0.046 0.317
O -5.775 -2.926 3.527 -0.092 0.205 -0.007 -0.584
H -5.454 -2.109 3.930 0.107 -0.100 0.025 0.285
H -6.731 -2.901 3.649 0.081 -0.045 -0.083 0.270
```
Positions in Å, forces in eV/Å.

Values from the calculation:
energy above the lowest of the compared OMol25 structures with the same formula, charge and spin = 0.0 kJ/mol